The following is a quantum chemistry calculation of a molecular structure, C25H22ClFIN4O4Pd, from the Open Molecules 2025 dataset.

Results
- E_tot: -67227.637 eV
- E_HOMO: -0.5699 Ha
- Kohn-Sham gap: 4.00 eV
- Charge: +3
- Molecular weight: 730.3 g/mol
- Multiplicity: 1

```
59
Properties=species:S:1:pos:R:3:forces:R:3
I -0.0461 -4.8140 2.5892 0.02 -0.10 -0.06
Pd -0.0358 -0.1743 0.0292 -0.11 0.47 -0.20
Cl -1.2357 -1.1413 6.6334 -0.01 0.01 0.06
F 1.1980 -4.4230 -5.1069 0.00 -0.02 -0.13
O -0.0745 -1.9456 1.0969 -0.06 -0.51 0.65
O -0.0829 1.6360 -0.5747 0.04 0.03 -0.19
O 0.3468 -0.9648 -1.7343 0.03 -0.03 -0.05
O 0.1076 3.2763 -2.0164 0.02 -0.04 -0.07
N 1.5430 -3.1169 -7.6310 -0.03 0.01 0.03
N 0.9229 1.0601 -5.2542 -0.01 -0.05 0.07
N -0.4827 0.5162 1.8922 0.06 -0.11 0.12
N 0.9726 -3.7922 -10.0914 0.01 0.01 0.01
C 0.4254 1.1209 -2.9023 0.04 0.00 -0.15
C -0.1515 1.9570 -7.3107 0.00 0.01 -0.02
C 1.0980 -3.0853 -5.1826 0.06 0.00 -0.18
C -0.3821 -2.9485 3.2595 -0.02 0.21 -0.01
C 1.3406 -4.5618 -7.7849 -0.03 0.05 0.09
C -1.0673 1.1301 4.5348 0.01 0.01 -0.04
C 2.5077 -2.5827 -8.5805 0.04 0.11 -0.03
C -0.3170 -1.8070 2.2934 0.03 0.10 -0.28
C 1.1229 1.8452 -6.4947 0.03 -0.03 0.05
C -0.9826 2.1228 3.5719 0.01 -0.05 -0.04
C -0.6680 -2.6739 4.5710 -0.01 0.09 -0.02
C 1.9114 -2.6114 -9.9912 0.02 -0.04 -0.04
C 0.1416 2.0924 -1.7982 -0.08 0.06 0.24
C 0.6481 1.7135 -4.1315 0.03 -0.03 0.00
C 1.2950 -2.4371 -6.4312 -0.05 -0.07 0.12
C 1.2139 -1.0534 -6.4210 -0.04 0.04 0.04
C 0.4972 -0.2780 -2.8086 0.02 -0.03 0.08
C 0.8363 -2.4054 -4.0353 -0.01 0.07 0.06
C -0.5616 -0.4432 2.8126 0.02 -0.05 -0.10
C -0.6870 1.7893 2.2532 -0.01 -0.01 0.06
C -0.8980 -1.3543 5.0239 0.02 -0.04 -0.08
C 1.4837 -4.9333 -9.2611 -0.03 0.00 -0.05
C -0.8499 -0.1973 4.1481 0.00 -0.05 0.00
C 0.7678 -1.0038 -4.0317 0.00 -0.03 -0.04
C 0.9750 -0.3304 -5.2429 -0.02 0.06 -0.09
H 1.9380 1.3869 -7.0518 0.01 0.02 0.01
H -1.2963 1.3811 5.5618 0.00 0.00 0.01
H -0.6044 2.5190 1.4555 0.00 0.00 0.00
H 0.0391 2.5467 -8.2062 0.00 0.00 -0.01
H -1.1436 3.1594 3.8318 0.00 0.01 0.00
H 0.6059 2.7946 -4.1870 0.00 0.00 0.01
H 0.3379 -4.8157 -7.4427 0.00 -0.01 0.05
H 0.9148 -5.8290 -9.4989 0.00 0.01 0.01
H 1.2991 -0.5210 -7.3558 -0.01 -0.01 0.03
H 2.0503 -5.1694 -7.2214 0.04 0.01 0.04
H 3.4426 -3.1511 -8.5441 -0.02 -0.03 -0.01
H 2.7658 -1.5561 -8.3354 0.03 -0.07 0.00
H 2.5173 -5.0874 -9.5651 -0.01 -0.03 0.03
H 2.6812 -2.7454 -10.7495 -0.01 0.03 0.00
H 1.3310 -1.7219 -10.2267 0.00 0.00 0.03
H 0.0495 -3.5208 -9.7484 0.00 0.00 0.00
H -0.5273 0.9795 -7.6143 -0.01 -0.01 0.00
H -0.7240 -3.4717 5.2997 0.00 -0.01 0.00
H -0.9335 2.4573 -6.7404 0.00 0.01 0.00
H 1.4792 2.8239 -6.1805 -0.04 0.01 -0.02
H 0.8573 -4.0692 -11.0675 0.01 -0.01 0.00
H 0.7060 -2.9563 -3.1147 0.00 0.01 0.00
```
Positions in Å, forces in eV/Å.